Entry 1:
The following is a DFT calculation (ωB97M-V with the def2-TZVPD basis set) of a 15-piece molecular cluster, C3H36NO14 overall.

The geometry in XYZ format:
```
54
Properties=species:S:1:pos:R:3:forces:R:3:lowdin_spin:R:1
C 2.20089 2.87378 0.57688 0.95 -0.56 -0.48 0.01
C 0.83851 2.27739 0.45335 -0.24 0.24 -0.08 0.02
C 0.54655 1.04371 0.83658 0.42 0.43 -0.76 0.03
N -0.83415 0.61397 0.94173 -0.29 -0.66 1.01 0.02
H 2.45043 3.63499 -0.16183 -0.55 0.31 0.12 0.00
H 2.33268 3.26485 1.58568 0.05 0.21 -0.07 0.00
H 2.99716 2.14289 0.39044 -0.22 -0.26 0.36 0.00
H 0.06523 2.93392 0.05269 -0.01 -0.13 0.45 0.00
H 1.31209 0.29920 0.99480 -0.18 -0.16 0.46 0.01
H -1.09911 0.64291 1.94885 0.06 0.12 -0.09 0.01
H -1.48330 1.25934 0.48947 -0.14 -0.17 -0.23 0.01
H -1.02184 -0.38358 0.70362 0.19 0.30 -0.76 0.01
H 4.08527 -2.80244 -1.60842 -0.16 -0.39 0.14 0.01
H 2.58066 -3.07462 -1.13842 0.34 -0.16 -0.03 0.01
O 3.16521 -2.53927 -1.71336 -0.04 0.41 -0.06 0.03
H -1.24880 -2.09813 -1.09654 0.29 -0.06 0.19 0.02
H -2.45315 -1.82793 -0.27555 0.03 -0.20 0.84 0.02
O -1.50774 -2.05218 -0.15031 -0.06 0.19 -0.88 0.05
H 1.18939 -2.43458 -2.89465 0.38 0.05 -0.03 0.02
H 1.84896 -1.18624 -3.53220 0.05 -0.21 0.17 0.03
O 1.20152 -1.88588 -3.69001 -0.26 0.21 -0.39 0.06
H -3.24155 1.67286 -1.30609 -0.02 -0.07 0.11 0.01
H -4.10767 2.48528 -0.34941 0.01 0.00 0.07 0.01
O -3.79826 1.58779 -0.51471 -0.10 0.21 -0.27 0.04
H -0.46522 -1.45518 -3.45374 -0.31 -0.33 0.16 0.01
H -1.88487 -2.07390 -3.71996 0.19 0.07 0.21 0.02
O -1.35330 -1.62355 -3.04245 -0.15 -0.07 -0.39 0.06
H -1.56802 4.03347 -2.26630 0.04 0.00 0.03 0.01
H -1.28202 2.58787 -1.80432 -0.02 0.27 0.16 0.01
O -1.32790 3.51414 -1.49172 -0.11 -0.04 -0.14 0.03
H 3.72535 -0.60441 -1.28691 -0.37 0.04 0.82 0.01
H 5.01509 0.05270 -0.98223 -0.19 0.27 0.56 0.01
O 4.15195 -0.10182 -0.55785 0.70 -0.08 -1.34 0.02
H -1.55073 -0.24406 4.29753 -0.01 -0.12 -0.16 0.00
H -0.26664 0.53080 4.07811 0.02 -0.26 -0.28 0.00
O -1.17042 0.44583 3.74391 -0.27 0.43 0.36 0.01
H -1.93410 -0.00470 -1.57868 0.12 -0.04 0.21 0.02
H -1.50992 0.57311 -2.86138 0.26 0.06 -0.06 0.03
O -1.48746 0.78929 -1.91457 -0.28 0.07 -0.28 0.09
H 1.49693 -1.36632 2.86312 0.26 -0.03 -0.03 0.00
H 1.85412 -0.92342 4.28624 0.12 -0.17 -0.10 0.00
O 1.10528 -1.11921 3.71492 -0.05 0.14 0.21 0.01
H -4.42481 -0.60860 -0.29826 0.00 0.26 0.16 0.02
H -4.21921 -0.32980 1.19105 0.07 0.13 -0.14 0.02
O -4.00542 -0.96278 0.49707 -0.15 -0.51 -0.06 0.03
H 1.45538 -4.67180 0.45671 -0.01 0.13 -0.16 0.01
H 0.43288 -3.64202 -0.06101 0.04 0.08 0.00 0.01
O 1.33927 -3.96359 -0.19336 -0.14 -0.11 0.22 0.04
H -2.42127 3.55553 1.50639 -0.15 0.07 0.18 0.01
H -2.91771 2.69796 2.73014 0.15 0.26 -0.19 0.01
O -2.41733 2.67924 1.90455 0.05 -0.12 0.11 0.02
H 3.14372 -2.06257 0.76725 0.21 0.31 -0.25 0.01
H 3.52812 -0.69389 1.45083 0.14 -0.33 -0.62 0.00
O 2.93926 -1.45634 1.48235 -0.64 -0.04 1.06 0.02
```
Forces are in eV/Å.

Computed properties:
- Gap between HOMO and LUMO (spin up / spin down): 0.0845 / 0.3637 Ha
- Spin multiplicity: 2
- HOMO energy (spin up / spin down): -2.1 / -9.8 eV
- F_max: 1.51 eV/A

---

Entry 2:
The following is a DFT calculation (ωB97M-V with the def2-TZVPD basis set) of a 15-piece molecular cluster, C3H37N2O14 overall.

The geometry in XYZ format:
```
56
Properties=species:S:1:pos:R:3:forces:R:3:mulliken_charge:R:1
C 2.59779 1.44694 2.61697 -1.44 1.06 0.71 -1.64
C 1.80226 1.07503 1.38625 1.06 -0.10 -0.30 0.98
C 2.56689 0.83893 0.29515 -1.89 0.17 -0.36 -0.88
N 1.79395 0.62047 -0.96235 0.53 -0.50 -0.37 0.10
N 0.39580 1.07204 1.39420 2.14 -0.62 0.78 0.19
H 2.54809 2.53618 2.69570 0.00 0.20 -0.28 0.33
H 3.64267 1.23389 2.57343 0.55 -0.59 -0.20 0.42
H 2.17976 1.19290 3.59535 -0.07 -0.73 -0.29 0.34
H 3.62397 0.59790 0.25377 -0.36 0.38 0.05 0.33
H 2.41408 0.20979 -1.68781 0.12 0.03 0.05 0.32
H 1.33291 1.43430 -1.41430 0.06 -0.51 0.89 0.32
H 1.09093 -0.12312 -0.81562 0.05 0.64 0.14 0.11
H 0.07285 1.28786 2.33183 -0.34 0.27 -0.40 0.45
H -0.05068 1.54667 0.62877 0.08 0.08 0.10 -0.15
H -0.29314 2.96444 -1.99829 -0.47 0.09 0.04 0.26
H -1.30969 2.00958 -1.22427 0.31 0.06 -0.38 0.26
O -0.39597 2.35543 -1.26114 -0.03 -0.03 0.00 -0.63
H -1.33004 2.89300 0.93717 -0.47 0.54 0.29 0.25
H -0.51481 4.16380 1.00339 0.00 -0.01 0.15 0.30
O -0.93188 3.50448 1.57093 0.28 0.32 -0.16 -0.57
H -3.67320 4.22394 0.15866 -0.36 0.21 0.32 0.27
H -4.00281 2.89440 0.98565 0.48 0.76 -0.47 0.28
O -3.49647 3.29040 0.25029 -0.15 -0.88 -0.28 -0.55
H -0.61335 -0.41111 4.96060 0.63 0.76 0.16 0.30
H -1.71735 -0.32105 4.07753 0.74 1.26 -0.31 0.26
O -0.99332 0.28513 4.39668 -1.22 -1.92 0.05 -0.56
H 0.92567 -4.63376 0.76043 -0.37 0.40 -0.37 0.30
H 0.45667 -4.17480 2.05735 -0.47 0.64 0.02 0.28
O 0.34003 -3.93772 1.12059 1.20 -1.27 0.45 -0.59
H 0.23439 0.28408 -3.95875 0.49 -0.15 -0.30 0.30
H 1.66571 0.55446 -4.54028 -0.09 0.15 -0.14 0.26
O 1.18618 0.06717 -3.86674 -0.23 0.15 0.20 -0.49
H 1.32817 -3.40903 -2.97704 -0.28 0.10 0.10 0.28
H 0.43510 -2.31038 -3.55215 0.07 0.25 -0.04 0.26
O 0.79593 -2.64046 -2.71984 0.19 -0.39 0.03 -0.56
H -2.61821 -2.01160 2.55588 0.32 0.12 -0.22 0.32
H -1.62394 -2.10011 1.38935 -0.13 0.40 0.50 0.24
O -1.76484 -1.65434 2.25766 -0.40 -0.55 -0.24 -0.54
H -1.41406 -0.76528 -3.02102 -0.34 -0.04 0.33 0.28
H -2.33328 -0.33536 -4.18658 -0.21 0.03 0.04 0.30
O -1.42040 -0.38676 -3.89916 0.25 -0.01 -0.22 -0.66
H -2.38430 -0.57047 -0.62873 -0.45 -0.29 0.40 0.19
H -2.89822 0.76001 0.05448 -0.48 -0.24 0.30 0.28
O -2.21922 0.35966 -0.49165 0.81 0.53 -0.78 -0.42
H -1.39996 -3.84323 0.15151 -0.38 0.56 -0.15 0.35
H -0.98288 -2.78296 -0.83380 -0.89 -0.25 0.47 0.32
O -1.76477 -3.04330 -0.28543 1.16 -0.08 -0.60 -0.71
H -2.96210 1.43084 2.92243 -0.03 0.18 0.12 0.30
H -1.94755 0.90797 1.92961 -0.14 -0.26 0.02 0.20
O -2.77586 1.40519 1.97968 0.02 -0.46 0.24 -0.60
H 1.73810 -2.54678 0.30632 0.03 -0.03 0.43 0.30
H 1.91282 -2.12268 -1.11639 -0.08 -0.08 -0.35 0.24
O 2.36360 -2.08682 -0.26651 -0.16 -0.15 -0.15 -0.54
H 3.03161 -1.13656 -3.27964 -0.21 0.22 -0.17 0.32
H 3.81915 -1.41633 -2.01406 0.10 0.54 -0.17 0.36
O 3.53719 -0.68290 -2.59607 0.46 -0.92 0.32 -0.68
```
Forces are in eV/Å.

Computed properties:
- Net charge: +1
- Gap between HOMO and LUMO: 0.3037 Ha
- HOMO energy: -10.9 eV
- Relative energy (zero: lowest compared OMol25 entry of this formula, charge and spin): 3.219 eV
- F_max: 2.36 eV/A

---

Entry 3:
The following is a DFT calculation (ωB97M-V with the def2-TZVPD basis set) of a 16-piece molecular cluster, C3H38O15 overall.

The geometry in XYZ format:
```
56
Properties=species:S:1:pos:R:3:forces:R:3:mulliken_charge:R:1
C 0.64775 -0.19408 -4.74783 -1.98 1.15 -1.00 -1.14
C -0.84353 -0.54133 -4.33926 0.56 0.02 0.29 -0.12
C -1.34040 0.82342 -3.72041 -1.90 -5.23 1.97 -1.46
H 0.76535 0.01919 -5.80599 -0.08 -0.57 -0.41 0.32
H 1.28174 -0.95908 -4.44914 1.49 -1.29 0.40 0.29
H 0.94403 0.79008 -4.35332 0.06 -0.64 0.49 0.35
H -0.82399 -1.45804 -3.59529 -0.15 2.07 -1.23 0.17
H -1.54347 -0.86081 -5.19430 1.34 0.48 1.10 0.29
H -1.94109 1.29607 -4.36416 -1.88 2.02 -3.19 0.46
H -2.15716 0.52130 -2.98758 1.51 0.86 0.19 0.24
H -0.56246 1.45248 -3.45698 1.11 0.98 1.33 0.60
H 2.53010 0.93031 1.86922 -0.20 2.08 1.12 0.15
H 2.88813 -0.02375 0.98795 1.36 -1.32 -2.21 0.26
O 2.36725 0.02228 1.75046 -1.28 -1.27 0.85 -0.40
H 0.96360 -1.91458 2.58239 0.19 -1.13 0.93 0.31
H 0.78017 -3.13293 3.65049 0.54 0.35 0.47 0.28
O 0.46815 -2.72956 2.84618 0.03 0.82 -0.90 -0.75
H -0.08063 -0.49655 1.48589 -0.70 0.00 -0.31 0.24
H -0.72982 -1.86344 1.67203 -0.03 -0.26 -0.05 0.51
O -0.91237 -0.99206 1.29810 3.12 0.20 0.42 -0.65
H -2.31408 1.32865 0.91579 1.35 0.86 -0.92 0.30
H -3.27441 0.41006 1.32612 0.16 1.18 1.07 0.54
O -2.99623 1.36113 1.55899 -0.85 -0.78 1.71 -0.84
H 4.02179 -2.52672 -1.25315 1.01 0.24 1.82 0.33
H 4.77221 -1.33291 -0.84278 0.13 -0.45 0.58 0.32
O 4.56454 -2.21139 -0.45741 -1.16 0.23 -2.37 -0.65
H -3.97313 0.84955 -0.41974 1.24 2.65 -1.13 0.31
H -3.82346 2.48311 -0.64767 -0.40 -0.84 0.42 0.30
O -3.44197 1.61657 -0.86382 -1.22 -1.65 -0.42 -0.64
H 3.92953 3.55471 1.30101 -1.15 -2.03 -1.79 0.31
H 2.66584 3.12196 0.50357 -2.27 0.93 -0.61 0.33
O 3.52263 2.82628 0.69122 3.14 1.04 2.46 -0.65
H -0.43753 0.26517 3.65459 1.10 3.28 -2.64 0.37
H -1.35527 1.23993 2.87792 2.95 0.22 -0.46 0.33
O -0.29700 1.11854 2.96429 -4.08 -3.27 3.17 -0.68
H 0.27763 -4.26458 1.72200 -1.71 -0.35 -0.97 0.31
H -0.01394 -4.97871 0.39510 0.05 -0.19 -0.16 0.33
O -0.48071 -4.62849 1.15880 1.68 0.48 0.82 -0.66
H 0.36296 4.52246 0.93884 -0.15 4.04 5.25 0.27
H -0.36923 4.06449 -0.15323 -3.64 0.18 -2.47 0.23
O 0.41974 3.97702 0.26320 3.94 -4.25 -2.81 -0.49
H 2.57861 2.18010 3.26596 1.75 1.42 -3.64 0.27
H 1.37718 1.79793 3.92069 2.25 0.14 1.08 0.38
O 2.38989 1.92961 4.10983 -4.10 -1.30 2.64 -0.62
H 2.84512 0.10370 -1.99570 -1.51 0.61 0.71 0.29
H 3.45333 -0.26651 -3.32213 0.06 0.05 0.10 0.30
O 3.64358 -0.18514 -2.38013 1.40 -0.61 -0.86 -0.58
H -3.40207 -4.06510 0.01075 0.81 -1.33 -0.65 0.31
H -2.05127 -4.81955 -0.04260 0.01 0.13 0.36 0.37
O -2.94714 -4.85995 -0.38551 -1.05 1.28 0.34 -0.63
H -2.92846 -1.50640 1.72436 -0.37 1.09 -1.66 0.33
H -2.26447 -1.23025 0.32836 -1.51 0.77 1.16 0.45
O -3.07879 -0.98834 0.87687 -1.08 -3.11 -0.47 -0.78
H -2.38765 3.04665 -2.89478 -0.12 0.24 -1.06 0.28
H -2.07860 2.87907 -1.51224 1.39 2.11 -2.04 0.40
O -1.81006 3.53284 -2.30574 -1.16 -2.35 3.18 -0.67
```
Forces are in eV/Å.

Computed properties:
- Gap between HOMO and LUMO: 0.3789 Ha
- HOMO energy: -10.5 eV
- F_max: 6.63 eV/A

---

Entry 4:
The following is a DFT calculation (ωB97M-V with the def2-TZVPD basis set) of C3H3AgO2 as an isolated structure.

The geometry in XYZ format:
```
9
Properties=species:S:1:pos:R:3:forces:R:3:lowdin_spin:R:1
O -0.80674 0.93646 0.26951 -1.00 -2.84 -0.38 0.25
C 0.55636 -1.03210 -0.19430 4.81 -1.48 3.48 0.08
C -1.94592 0.07966 -0.07472 -1.10 -0.12 0.10 0.04
C -0.62793 -0.46066 0.04014 -1.89 3.53 -0.19 0.31
H 0.84042 -2.05423 0.17749 -1.35 0.09 -1.63 0.00
H -2.36978 0.28746 -1.06130 0.15 -0.18 0.24 0.01
H -2.66587 -0.02689 0.74102 0.19 -0.16 -0.27 0.00
O 1.64923 -0.31908 0.06708 -1.43 -2.84 -1.47 0.54
Ag 1.27528 1.63933 0.16820 1.63 3.99 0.13 0.76
```
Forces are in eV/Å.

Computed properties:
- Gap between HOMO and LUMO (spin up / spin down): 0.1951 / 0.2414 Ha
- Spin multiplicity: 3
- HOMO energy (spin up / spin down): -5.0 / -9.2 eV
- Relative energy (zero: lowest compared OMol25 entry of this formula, charge and spin): 2.059 eV
- F_max: 6.12 eV/A

---

Q: F_max of number 3 (C3H38O15)?
A: 6.63 eV/A

---

Q: Which value of F_max does entry 1 give?
A: 1.51 eV/A

---

What did the fourth record say?
The following is a DFT calculation (ωB97M-V with the def2-TZVPD basis set) of C3H3AgO2 as an isolated structure.

The geometry in XYZ format:
```
9
Properties=species:S:1:pos:R:3:forces:R:3:lowdin_spin:R:1
O -0.80674 0.93646 0.26951 -1.00 -2.84 -0.38 0.25
C 0.55636 -1.03210 -0.19430 4.81 -1.48 3.48 0.08
C -1.94592 0.07966 -0.07472 -1.10 -0.12 0.10 0.04
C -0.62793 -0.46066 0.04014 -1.89 3.53 -0.19 0.31
H 0.84042 -2.05423 0.17749 -1.35 0.09 -1.63 0.00
H -2.36978 0.28746 -1.06130 0.15 -0.18 0.24 0.01
H -2.66587 -0.02689 0.74102 0.19 -0.16 -0.27 0.00
O 1.64923 -0.31908 0.06708 -1.43 -2.84 -1.47 0.54
Ag 1.27528 1.63933 0.16820 1.63 3.99 0.13 0.76
```
Forces are in eV/Å.

Computed properties:
- Gap between HOMO and LUMO (spin up / spin down): 0.1951 / 0.2414 Ha
- Spin multiplicity: 3
- HOMO energy (spin up / spin down): -5.0 / -9.2 eV
- Relative energy (zero: lowest compared OMol25 entry of this formula, charge and spin): 2.059 eV
- F_max: 6.12 eV/A

---

Q: What is the F_max in the third record?
A: 6.63 eV/A